Run w
{"formula": "C3H2N2OS2", "method": "the ωB97M-V functional and the def2-TZVPD basis", "symbols": ["O", "N", "C", "S", "N", "C", "C", "S", "H", "H"], "xyz": [[2.264, -1.676, 0.066], [0.914, -1.672, 0.168], [0.412, -0.574, -0.026], [1.112, 1.078, -0.334], [-0.329, 1.965, 0.056], [-1.363, 1.238, 0.258], [-1.063, -0.232, 0.030], [-2.344, -1.180, -0.263], [2.690, -0.850, -0.571], [-2.293, 1.903, 0.617]], "lowdin_charge": [-0.10, 0.00, -0.61, 0.92, -0.29, -0.30, -0.76, 0.79, 0.17, 0.17], "multiplicity": 1, "smiles": "O/N=C1\\SN=CC1=S"}

Run x
{"formula": "C3H2N2OS2", "method": "the ωB97M-V functional and the def2-TZVPD basis", "symbols": ["S", "C", "C", "N", "O", "N", "C", "S", "H", "H"], "xyz": [[1.307, 1.435, 1.176], [0.261, 0.340, 0.580], [-0.212, -0.812, 1.232], [-0.784, -1.872, 0.763], [-0.940, -1.827, -0.525], [-0.556, -0.877, -1.365], [-0.004, 0.251, -0.887], [0.365, 1.573, -2.078], [0.022, -0.976, 2.168], [0.542, 2.764, -1.064]], "lowdin_charge": [0.73, -0.77, -0.15, 0.12, -0.09, 0.06, -0.64, 0.70, 0.06, -0.02], "multiplicity": 1, "smiles": "S=c1cnonc1S"}

The computed energies, referenced to the most stable structure and given in eV, are run w 0.000; run x 0.798.

Run w
{"formula": "C22H12DyF18N2O6S2", "method": "the ωB97M-V functional and the def2-TZVPD basis", "symbols": ["Dy", "C", "C", "C", "C", "C", "N", "C", "C", "C", "C", "C", "C", "C", "C", "O", "C", "F", "F", "F", "C", "F", "F", "F", "C", "C", "C", "O", "C", "F", "F", "F", "C", "F", "F", "F", "H", "H", "H", "H", "H", "H", "H", "H", "H", "H", "H", "H", "F", "C", "F", "F", "S", "O", "O", "N", "S", "O", "O", "C", "F", "F", "F"], "xyz": [[-0.127, 1.514, 0.063], [4.540, 0.042, 5.552], [3.394, 0.032, 4.579], [2.134, -0.440, 4.937], [1.098, -0.436, 4.030], [1.232, 0.012, 2.701], [0.111, -0.035, 1.863], [-0.637, -1.201, 1.907], [-0.037, -2.435, 2.242], [-0.755, -3.603, 2.367], [-2.128, -3.628, 2.148], [-2.929, -4.893, 2.278], [-2.718, -2.443, 1.741], [-2.017, -1.251, 1.580], [-2.675, 0.000, 0.997], [-1.955, 0.478, -0.064], [-2.797, 1.130, 2.109], [-3.950, 1.813, 2.080], [-2.654, 0.670, 3.348], [-1.833, 2.087, 1.925], [-4.102, -0.272, 0.452], [-4.100, -1.283, -0.425], [-4.984, -0.587, 1.425], [-4.597, 0.787, -0.198], [2.501, 0.546, 2.357], [3.532, 0.534, 3.298], [2.714, 1.270, 1.023], [1.907, 0.837, 0.020], [4.165, 1.213, 0.466], [4.596, -0.053, 0.410], [5.081, 1.910, 1.178], [4.209, 1.711, -0.775], [2.365, 2.776, 1.312], [1.107, 2.807, 1.889], [2.222, 3.481, 0.177], [3.163, 3.468, 2.112], [4.324, -0.591, 6.413], [4.749, 1.046, 5.928], [5.459, -0.328, 5.093], [1.955, -0.807, 5.942], [0.126, -0.800, 4.338], [1.030, -2.457, 2.414], [-0.233, -4.515, 2.638], [-2.514, -5.547, 3.047], [-2.951, -5.462, 1.345], [-3.965, -4.682, 2.550], [-3.780, -2.467, 1.540], [4.496, 0.941, 3.024], [-3.556, 4.278, -2.618], [-2.829, 3.553, -1.770], [-3.536, 3.324, -0.675], [-2.521, 2.398, -2.356], [-1.286, 4.496, -1.380], [-0.651, 3.778, -0.276], [-1.729, 5.820, -1.114], [-0.477, 4.392, -2.712], [0.345, 3.139, -3.190], [0.004, 2.727, -4.508], [0.471, 2.096, -2.178], [2.051, 3.832, -3.329], [2.392, 4.514, -2.246], [2.899, 2.823, -3.503], [2.122, 4.643, -4.384]], "mulliken_spin": [4.92, 0.00, 0.00, 0.00, 0.00, 0.00, 0.02, 0.00, 0.00, 0.00, 0.00, 0.00, 0.00, 0.00, -0.01, 0.04, 0.00, 0.00, 0.00, 0.00, 0.00, 0.00, 0.00, 0.00, 0.00, 0.00, 0.00, 0.02, 0.00, 0.00, 0.00, 0.00, 0.00, 0.01, 0.00, 0.00, 0.00, 0.00, 0.00, 0.00, 0.00, 0.00, 0.00, 0.00, 0.00, 0.00, 0.00, 0.00, 0.00, 0.00, 0.00, 0.00, 0.01, 0.00, 0.00, 0.00, 0.00, 0.00, 0.01, 0.00, 0.00, 0.00, 0.00], "multiplicity": 6, "charge": -1}

Run x
{"formula": "C22H12DyF18N2O6S2", "method": "the ωB97M-V functional and the def2-TZVPD basis", "symbols": ["Dy", "C", "C", "C", "C", "C", "N", "C", "C", "C", "C", "C", "C", "C", "C", "O", "C", "F", "F", "F", "C", "F", "F", "F", "C", "C", "C", "O", "C", "F", "F", "F", "C", "F", "F", "F", "H", "H", "H", "H", "H", "H", "H", "H", "H", "H", "H", "H", "F", "C", "F", "F", "S", "O", "O", "N", "S", "O", "O", "C", "F", "F", "F"], "xyz": [[-0.970, 0.317, -1.017], [3.169, -5.178, 1.566], [2.514, -3.849, 1.314], [3.172, -2.650, 1.573], [2.558, -1.442, 1.332], [1.244, -1.328, 0.839], [0.702, -0.050, 0.642], [0.924, 0.870, 1.655], [1.106, 0.447, 2.989], [1.405, 1.320, 4.012], [1.527, 2.685, 3.778], [1.849, 3.653, 4.882], [1.272, 3.124, 2.489], [0.937, 2.273, 1.437], [0.530, 2.799, 0.056], [-0.671, 2.269, -0.339], [1.647, 2.430, -1.015], [1.910, 3.406, -1.900], [2.808, 2.083, -0.467], [1.238, 1.375, -1.790], [0.354, 4.341, 0.029], [-0.497, 4.752, 0.978], [1.521, 5.005, 0.206], [-0.156, 4.763, -1.133], [0.597, -2.549, 0.518], [1.245, -3.760, 0.773], [-0.741, -2.548, -0.227], [-1.519, -1.456, 0.013], [-1.638, -3.794, 0.025], [-1.807, -3.983, 1.340], [-1.165, -4.954, -0.484], [-2.847, -3.624, -0.516], [-0.360, -2.551, -1.757], [0.516, -1.505, -1.979], [-1.423, -2.262, -2.529], [0.208, -3.636, -2.263], [4.051, -5.063, 2.198], [3.492, -5.663, 0.641], [2.492, -5.870, 2.072], [4.186, -2.659, 1.959], [3.098, -0.525, 1.533], [1.012, -0.606, 3.212], [1.540, 0.928, 5.015], [2.493, 3.194, 5.635], [0.951, 4.006, 5.396], [2.367, 4.535, 4.501], [1.335, 4.187, 2.315], [0.741, -4.686, 0.529], [-2.666, 3.704, -4.418], [-2.044, 2.924, -3.534], [-0.812, 3.365, -3.353], [-2.715, 2.956, -2.381], [-2.039, 1.203, -4.197], [-1.135, 0.452, -3.317], [-1.652, 1.351, -5.557], [-3.538, 0.771, -4.038], [-4.209, 0.324, -2.681], [-5.409, 1.034, -2.397], [-3.254, 0.164, -1.587], [-4.748, -1.392, -3.079], [-3.793, -2.098, -3.661], [-5.105, -1.984, -1.942], [-5.801, -1.348, -3.895]], "mulliken_spin": [5.21, 0.00, 0.00, 0.00, 0.00, -0.01, -0.04, -0.02, 0.00, 0.00, 0.00, 0.00, 0.00, -0.01, 0.00, -0.05, 0.01, 0.00, 0.00, 0.00, 0.00, 0.00, 0.00, 0.00, 0.00, 0.00, -0.02, -0.03, 0.00, 0.00, 0.00, 0.00, 0.00, -0.01, 0.00, 0.00, 0.00, 0.00, 0.00, 0.00, 0.00, 0.00, 0.00, 0.00, 0.00, 0.00, 0.00, 0.00, 0.00, 0.00, 0.00, 0.00, -0.01, -0.01, 0.00, 0.00, 0.00, 0.00, -0.01, 0.00, 0.00, 0.00, 0.00], "multiplicity": 6, "charge": -1}

The computed energies, referenced to the most stable structure and given in eV, are run w 0.000; run x 1.543.

Run w
{"formula": "C20H19FN6O3", "method": "the ωB97M-V functional and the def2-TZVPD basis", "symbols": ["O", "C", "N", "C", "C", "O", "C", "C", "N", "C", "C", "C", "C", "N", "O", "C", "C", "C", "C", "N", "N", "C", "N", "C", "C", "C", "C", "F", "C", "C", "H", "H", "H", "H", "H", "H", "H", "H", "H", "H", "H", "H", "H", "H", "H", "H", "H", "H", "H"], "xyz": [[-3.470, 0.830, 0.235], [-2.294, 0.931, -0.084], [-1.923, 0.980, -1.441], [-0.529, 1.136, -1.865], [-0.385, 2.036, -3.109], [-1.234, 1.596, -4.188], [-2.616, 1.615, -3.794], [-2.880, 0.728, -2.549], [-1.367, 0.936, 0.945], [-0.466, -0.202, 1.063], [0.960, 0.295, 1.302], [2.182, -0.268, 1.083], [2.432, -1.588, 0.512], [3.641, -1.939, 0.132], [3.444, -3.276, -0.329], [2.167, -3.615, -0.066], [1.672, -5.027, -0.291], [2.130, -5.819, -1.546], [2.673, -6.188, -0.151], [1.457, -2.574, 0.377], [3.152, 0.640, 1.550], [2.546, 1.686, 2.055], [1.188, 1.540, 1.882], [0.084, 2.300, 2.306], [0.257, 3.344, 3.205], [-0.878, 4.080, 3.667], [-2.146, 3.754, 3.248], [-3.190, 4.532, 3.598], [-2.339, 2.701, 2.351], [-1.233, 1.979, 1.897], [-0.197, 0.100, -2.072], [0.101, 1.588, -1.106], [-0.711, 3.046, -2.882], [0.651, 2.023, -3.428], [-3.171, 1.176, -4.635], [-2.984, 2.631, -3.612], [-3.894, 0.867, -2.231], [-2.789, -0.306, -2.906], [-0.507, -0.861, 0.200], [-0.792, -0.812, 1.939], [0.638, -5.197, 0.072], [1.423, -6.498, -2.009], [2.834, -5.279, -2.222], [3.707, -5.944, 0.033], [2.348, -7.103, 0.325], [3.068, 2.548, 2.479], [1.249, 3.518, 3.606], [-0.658, 4.873, 4.399], [-3.352, 2.491, 2.053]], "lowdin_charge": [0.08, -0.45, -0.02, -0.12, -0.16, -0.15, -0.17, -0.10, -0.01, -0.05, -0.11, -0.17, -0.29, 0.17, 0.01, -0.28, -0.17, -0.08, -0.10, 0.19, 0.12, -0.12, 0.04, -0.13, 0.01, -0.01, -0.28, 0.07, 0.08, -0.10, 0.13, 0.12, 0.12, 0.12, 0.13, 0.12, 0.11, 0.13, 0.11, 0.15, 0.15, 0.09, 0.11, 0.10, 0.10, 0.13, 0.11, 0.12, 0.12], "multiplicity": 1, "smiles": "O=C(N1CCOCC1)N1Cc2c(-c3noc(C4CC4)n3)ncn2-c2ccc(F)cc21"}

Run x
{"formula": "C20H19FN6O3", "method": "the ωB97M-V functional and the def2-TZVPD basis", "symbols": ["O", "C", "N", "C", "C", "O", "C", "C", "N", "C", "C", "C", "C", "N", "O", "C", "C", "C", "C", "N", "N", "C", "N", "C", "C", "C", "C", "F", "C", "C", "H", "H", "H", "H", "H", "H", "H", "H", "H", "H", "H", "H", "H", "H", "H", "H", "H", "H", "H"], "xyz": [[0.429, 1.143, -2.575], [0.570, 1.898, -1.637], [1.586, 2.901, -1.636], [2.310, 3.248, -0.390], [3.679, 2.599, -0.451], [4.370, 2.955, -1.670], [3.630, 2.652, -2.842], [2.264, 3.287, -2.845], [-0.296, 1.741, -0.568], [-0.633, 0.363, -0.146], [-0.785, 0.319, 1.364], [-0.622, -0.704, 2.309], [-0.243, -2.101, 2.055], [-0.495, -2.676, 0.905], [-0.096, -4.032, 1.118], [0.384, -4.097, 2.378], [0.965, -5.358, 2.976], [1.785, -6.322, 2.158], [0.447, -6.765, 2.678], [0.329, -2.956, 3.008], [-0.842, -0.187, 3.585], [-1.282, 1.045, 3.371], [-1.258, 1.387, 2.028], [-1.461, 2.610, 1.391], [-2.057, 3.682, 2.062], [-2.227, 4.911, 1.435], [-1.726, 5.085, 0.142], [-1.833, 6.263, -0.473], [-1.137, 4.061, -0.561], [-0.961, 2.812, 0.058], [1.784, 2.906, 0.506], [2.402, 4.371, -0.287], [4.292, 2.934, 0.402], [3.619, 1.506, -0.381], [4.123, 2.988, -3.758], [3.516, 1.587, -2.959], [2.411, 4.344, -2.850], [1.725, 3.030, -3.766], [0.197, -0.302, -0.442], [-1.546, -0.017, -0.594], [1.315, -5.195, 3.987], [1.895, -6.125, 1.089], [2.749, -6.681, 2.607], [0.510, -7.512, 3.475], [-0.415, -6.872, 1.989], [-1.512, 1.656, 4.242], [-2.417, 3.594, 3.100], [-2.753, 5.728, 1.905], [-0.757, 4.226, -1.563]], "lowdin_charge": [0.10, -0.46, -0.04, -0.12, -0.17, -0.12, -0.20, -0.14, 0.02, -0.02, -0.12, -0.16, -0.28, 0.15, 0.02, -0.30, -0.19, -0.13, -0.10, 0.19, 0.13, -0.12, 0.03, -0.11, 0.00, -0.01, -0.29, 0.08, 0.07, -0.11, 0.12, 0.14, 0.13, 0.13, 0.13, 0.12, 0.12, 0.14, 0.14, 0.13, 0.14, 0.10, 0.12, 0.10, 0.12, 0.13, 0.12, 0.12, 0.13], "multiplicity": 1, "smiles": "O=C(N1CCOCC1)N1Cc2c(-c3noc(C4CC4)n3)ncn2-c2ccc(F)cc21"}

The computed energies, referenced to the most stable structure and given in eV, are run w 0.297; run x 0.000.